Entry 1:
DFT (the ωB97M-V functional and the def2-TZVPD basis) results for the molecule C15H19N3O5 in a non-equilibrium geometry.

Values from the calculation:
HOMO energy in Ha: -0.304
Relative energy (zero: lowest compared OMol25 entry of this formula, charge and spin) in kcal per mole: 426.64
LUMO energy in eV: -0.30
SMILES: CCOC(=O)C1CCN(c2ccc(C(N)=O)cc2[N+](=O)[O-])CC1
Orbital gap in eV: 7.970
E_tot in a.u.: -1122.85511

Each line ends with the natural charge from an NBO analysis.
Cartesian coordinates (Å):
1 C 3.56875 -1.26732 -3.49288  -0.591
2 C 4.45622 -1.14848 -2.41727  -0.012
3 O 3.91627 -1.15476 -1.36098  -0.493
4 C 3.48565 -0.09894 -0.66989  0.783
5 O 3.58923 1.03493 -1.12958  -0.597
6 C 2.73898 -0.53497 0.55401  -0.326
7 C 2.26436 0.73154 1.24961  -0.386
8 C 1.09888 1.24930 0.51532  -0.225
9 N -0.03485 0.53656 0.34842  -0.369
10 C -1.32652 0.60630 0.78009  0.280
11 C -1.83746 1.97072 0.46371  -0.286
12 C -3.04098 2.31137 0.76043  -0.123
13 C -4.09498 1.42208 0.88422  -0.235
14 C -5.42588 1.61598 1.07685  0.675
15 N -6.50438 0.61621 0.74856  -0.892
16 O -5.98340 2.55219 0.93725  -0.539
17 C -3.56265 0.02787 1.12480  -0.135
18 C -2.39512 -0.41578 1.03949  -0.035
19 N -1.84187 -1.64314 1.60866  0.564
20 O -0.84299 -1.77679 2.01618  -0.316
21 O -2.53820 -2.60520 1.43764  -0.441
22 C 0.40583 -0.89774 -0.23825  -0.187
23 C 1.59464 -1.48410 0.35914  -0.386
24 H 4.23552 -1.41467 -4.44208  0.207
25 H 3.00501 -2.09259 -3.34740  0.195
26 H 3.10158 -0.49022 -3.35228  0.192
27 H 5.14816 -2.07226 -2.43453  0.147
28 H 5.07283 -0.19432 -2.52779  0.163
29 H 3.54657 -0.98939 1.30988  0.255
30 H 3.00221 1.58848 1.36663  0.251
31 H 1.98866 0.34577 2.42455  0.201
32 H 0.60029 2.19219 1.03514  0.199
33 H 1.43773 1.77887 -0.13452  0.204
34 H -1.13526 2.85810 0.43462  0.223
35 H -3.40006 3.31984 0.62838  0.232
36 H -6.13265 -0.12991 0.42392  0.334
37 H -7.46246 0.69757 0.75950  0.392
38 H -4.27835 -0.94683 1.41969  0.261
39 H -0.34143 -1.41957 -0.40811  0.189
40 H 0.73418 -0.62298 -1.11519  0.184
41 H 1.23183 -1.82923 1.50979  0.226
42 H 1.95613 -2.22666 -0.14574  0.219

Entry 2:
DFT (the ωB97M-V functional and the def2-TZVPD basis) results for the ion C3H6N with charge +1 in a non-equilibrium geometry.

Values from the calculation:
HOMO energy in Ha: -0.573
Relative energy (zero: lowest compared OMol25 entry of this formula, charge and spin) in kcal per mole: 7.44
LUMO energy in eV: -5.92
SMILES: C=C[NH+]=C
Net charge: +1
Orbital gap in eV: 9.664
E_tot in a.u.: -172.34675

Each line ends with the natural charge from an NBO analysis.
Cartesian coordinates (Å):
1 C 1.22149 0.99267 0.17235  -0.283
2 C 0.75941 0.04537 -0.62661  -0.080
3 N -0.44975 -0.71058 -0.32017  -0.399
4 C -1.41160 -0.41521 0.46452  0.127
5 H 0.64556 1.23957 1.04940  0.211
6 H 2.22776 1.35406 0.01662  0.262
7 H 1.15877 -0.27946 -1.57677  0.244
8 H -0.60221 -1.53628 -0.89027  0.447
9 H -2.13912 -1.19629 0.67293  0.241
10 H -1.41031 0.50617 1.03800  0.229

Entry 3:
DFT (the ωB97M-V functional and the def2-TZVPD basis) results for the molecule C3H6N2O3 in a non-equilibrium geometry.

Values from the calculation:
HOMO energy in Ha: -0.316
Relative energy (zero: lowest compared OMol25 entry of this formula, charge and spin) in kcal per mole: 131.41
LUMO energy in eV: 0.65
SMILES: NN=C1OCOCO1
Orbital gap in eV: 9.236
E_tot in a.u.: -452.99160

Each line ends with the natural charge from an NBO analysis.
Cartesian coordinates (Å):
1 N 1.98480 0.59207 -1.63329  -0.644
2 N 1.57714 1.32883 -0.49148  -0.350
3 C 0.46316 0.76069 -0.14832  0.734
4 O -0.22272 1.23857 0.92297  -0.490
5 C -1.02850 0.31835 1.56798  0.191
6 O -2.01890 -0.30520 0.64572  -0.519
7 C -1.10000 -1.02243 -0.27310  0.171
8 O -0.02125 -0.29238 -0.79865  -0.498
9 H 2.14326 -0.60666 -1.29468  0.307
10 H 2.94045 0.98488 -1.61216  0.357
11 H -0.27479 -0.40613 1.90664  0.156
12 H -1.69271 0.85106 2.36857  0.210
13 H -0.93507 -2.22521 0.00751  0.186
14 H -1.81487 -1.21645 -1.16770  0.190

Entry 4:
DFT (the ωB97M-V functional and the def2-TZVPD basis) results for the molecule C20H23N3O2 in a non-equilibrium geometry.

Values from the calculation:
HOMO energy in Ha: -0.301
Relative energy (zero: lowest compared OMol25 entry of this formula, charge and spin) in kcal per mole: 409.41
LUMO energy in eV: -1.06
SMILES: C=CCc1cccc(/C=N/NC(=O)[C@@H](C)Nc2cccc(C)c2)c1O
Orbital gap in eV: 7.133
E_tot in a.u.: -1090.08504

Each line ends with the natural charge from an NBO analysis.
Cartesian coordinates (Å):
1 C 0.61916 2.51175 7.29743  -0.421
2 C 0.72812 2.23382 5.89092  -0.131
3 C 2.03198 2.23719 5.04810  -0.390
4 C 2.40128 0.99130 4.64913  -0.187
5 C 3.37814 0.38393 5.32214  -0.102
6 C 3.59023 -1.03820 5.01624  -0.238
7 C 2.90340 -1.52595 3.94830  -0.158
8 C 2.25424 -0.80287 3.05432  -0.241
9 C 1.71394 -1.42473 1.93554  0.117
10 N 0.72749 -0.52789 1.13481  -0.306
11 N 0.18097 -1.37219 0.04769  -0.480
12 C -0.60597 -0.52096 -0.72246  0.660
13 O -1.19439 0.51897 -0.28639  -0.600
14 C -1.32090 -1.21429 -1.92426  -0.141
15 C -2.13169 -2.37591 -1.45253  -0.483
16 N -2.00591 -0.39907 -2.68504  -0.621
17 C -1.73321 -0.42841 -4.24526  0.196
18 C -1.43358 -1.50382 -4.82468  -0.297
19 C -1.18555 -1.25905 -6.25582  -0.134
20 C -1.69188 -0.25387 -6.73479  -0.283
21 C -2.08330 0.83834 -6.12348  0.077
22 C -2.48320 2.21729 -6.90587  -0.622
23 C -2.25669 0.74031 -4.64916  -0.237
24 C 1.90752 0.47478 3.55816  0.396
25 O 0.89585 1.29543 2.88016  -0.677
26 H 1.46266 2.98692 7.80704  0.189
27 H -0.33872 2.57715 7.77101  0.201
28 H -0.15296 1.92797 5.35523  0.201
29 H 2.79268 2.86546 5.87327  0.181
30 H 1.96593 2.94758 4.42156  0.227
31 H 3.77105 0.59083 6.39111  0.235
32 H 4.22504 -1.84584 5.69793  0.232
33 H 3.11502 -2.57012 3.42336  0.193
34 H 1.89148 -2.52528 1.72130  0.206
35 H 0.50933 -2.24897 -0.21209  0.397
36 H -0.55831 -1.85565 -2.36198  0.170
37 H -1.58824 -3.16479 -0.83116  0.178
38 H -2.49105 -3.21294 -2.38816  0.183
39 H -2.80604 -2.06086 -0.98308  0.154
40 H -2.14888 0.40179 -2.30251  0.383
41 H -0.98209 -2.29070 -4.44293  0.215
42 H -0.86251 -2.22676 -6.88954  0.217
43 H -1.65575 -0.02562 -7.97343  0.181
44 H -2.75853 3.19164 -6.09604  0.205
45 H -1.59820 2.44536 -7.52981  0.226
46 H -3.43379 2.08162 -7.32428  0.222
47 H -2.21292 1.60223 -4.26497  0.205
48 H 0.64875 0.61308 2.16499  0.503

Entry 5:
DFT (the ωB97M-V functional and the def2-TZVPD basis) results for a cluster of 2 separate species, BrH3O3P in total in a non-equilibrium geometry.

Values from the calculation:
HOMO energy (alpha / beta) in Ha: -0.540 / -0.524
Relative energy (zero: lowest compared OMol25 entry of this formula, charge and spin) in kcal per mole: 95.72
LUMO energy (alpha / beta) in eV: -8.33 / -6.92
Net charge: +1
Orbital gap (alpha / beta) in eV: 6.355 / 7.347
E_tot in a.u.: -3142.57430

Each line ends with the natural charge from an NBO analysis.
Cartesian coordinates (Å):
1 O 0.40873 -1.41260 -1.01012  -0.935
2 O 0.81052 1.13934 -0.67179  -0.947
3 O 0.39712 -0.28718 1.24201  -0.960
4 P -0.06933 -0.08995 -0.17967  2.130
5 Br -3.67371 1.26712 1.33834  0.015
6 H 0.40645 -2.30115 -0.68534  0.556
7 H 0.83297 1.30330 -1.72793  0.578
8 H 0.88724 0.38112 1.69449  0.563

Entry 6:
DFT (the ωB97M-V functional and the def2-TZVPD basis) results for a structure of composition C19H16FeLiO4 in a non-equilibrium geometry.

Values from the calculation:
HOMO energy in Ha: -0.314
Relative energy (zero: lowest compared OMol25 entry of this formula, charge and spin) in kcal per mole: 22.83
LUMO energy in eV: -4.59
Net charge: +1
Orbital gap in eV: 3.938
E_tot in a.u.: -2305.44872

Each line ends with the Löwdin charge.
Cartesian coordinates (Å):
1 C -1.86632 -3.72151 -2.20456  0.004
2 O -1.47804 -2.40391 -2.64231  -0.054
3 C -1.33646 -1.35928 -1.77679  -0.258
4 C -2.36356 -0.92714 -0.86618  -0.118
5 C -1.81665 -0.50156 0.44602  -0.179
6 C -0.88616 0.59947 0.13170  -0.141
7 C -0.04594 0.53223 -0.99197  -0.143
8 C -0.27720 -0.45461 -1.97793  -0.004
9 Fe -1.98293 0.80441 -1.85163  0.155
10 C -3.43598 1.54087 -1.23043  -0.076
11 O -4.43504 2.11505 -1.07545  0.215
12 C -2.81825 0.34579 -3.32557  -0.052
13 O -3.49091 0.18712 -4.26041  0.235
14 C -1.44542 2.33385 -2.56106  -0.068
15 O -1.27395 3.35495 -3.09623  0.206
16 H -2.25291 -4.20837 -3.10053  0.106
17 H -0.96017 -4.23425 -1.85855  0.110
18 H -2.62884 -3.68852 -1.41043  0.102
19 H -3.33753 -1.41621 -0.90916  0.151
20 H -2.59337 -0.20138 1.17403  0.152
21 H -1.30116 -1.33742 0.95591  0.131
22 H -0.88224 1.43125 0.85231  0.098
23 H 0.82259 1.21635 -1.12114  0.131
24 H 0.33278 -0.52764 -2.88701  0.169
25 C 2.86708 -1.50163 2.26907  -0.072
26 Li 0.51188 2.43703 0.22412  0.726
27 C 1.46952 -1.73201 2.37995  -0.110
28 C 0.81448 -0.46671 2.38295  -0.138
29 C 1.79601 0.55888 2.25027  -0.242
30 C 3.09939 -0.08991 2.21104  -0.218
31 C 4.25378 0.68184 2.11380  -0.024
32 C 4.14062 2.07648 2.03147  -0.109
33 C 2.88995 2.70776 2.04263  -0.145
34 C 1.69998 1.96755 2.12604  -0.189
35 H 3.65852 -2.24001 2.19495  0.091
36 H 0.96932 -2.69749 2.44442  0.086
37 H -0.24524 -0.29401 2.55866  0.078
38 H 5.22309 0.17891 2.07910  0.117
39 H 5.04136 2.67869 1.98697  0.096
40 H 2.83956 3.79730 1.99658  0.094
41 H 0.72434 2.45778 2.29539  0.086

Entry 7:
DFT (the ωB97M-V functional and the def2-TZVPD basis) results for the molecule C8H8 in a non-equilibrium geometry.

Values from the calculation:
HOMO energy in Ha: -0.313
Relative energy (zero: lowest compared OMol25 entry of this formula, charge and spin) in kcal per mole: 177.10
LUMO energy in eV: 0.13
Orbital gap in eV: 8.645
E_tot in a.u.: -309.33156

Each line ends with the natural charge from an NBO analysis.
Cartesian coordinates (Å):
1 C -2.38332 0.99155 -0.50698  -0.226
2 C -1.07880 0.98174 -0.68988  0.049
3 C -1.92161 -0.13478 0.26659  0.060
4 C -0.62703 -0.49544 0.72209  -0.078
5 C -1.51219 -1.59059 0.27973  -0.409
6 C 0.38629 0.29885 0.04770  0.034
7 C 1.03230 1.42832 0.81195  -0.609
8 C 1.28787 -0.43405 -0.91198  -0.627
9 H -1.99052 -2.16534 1.06123  0.236
10 H -1.34293 -2.14754 -0.64156  0.203
11 H 0.29904 1.96915 1.40594  0.236
12 H 1.50717 2.12375 0.12347  0.221
13 H 1.79414 1.02526 1.48192  0.224
14 H 1.91833 0.27618 -1.44187  0.226
15 H 0.70916 -0.99342 -1.64395  0.230
16 H 1.92210 -1.13363 -0.36441  0.231

- relative energy (zero: lowest compared OMol25 entry of this formula, charge and spin) of number 2 (C3H6N)?
  7.44 kcal per mole